Record 1
Density functional theory data (wB97M-V/def2-TZVPD) for a gas-phase ion, C4H11N2 (charge +1) at a distorted geometry.

## Properties
molecular weight = 87.146 u
E_LUMO = -4.444 eV
strongest force on any atom = 2.6 eV/A
structure (SMILES) = CCCNC=[NH2+]

Structure (ORCA input):
```
! RIJCOSX wB97M-V def2-TZVPD def2/J DEFGRID3
* xyz 1 1
C 0.142 2.070 0.037
C 1.090 1.280 -0.862
C 0.541 -0.142 -1.149
N 0.270 -1.006 0.061
C -0.879 -1.495 0.380
N -1.154 -2.131 1.527
H 0.182 1.711 1.072
H -0.913 1.779 -0.163
H 0.244 3.143 0.034
H 2.141 1.173 -0.401
H 1.170 1.836 -1.793
H 1.291 -0.697 -1.743
H -0.510 -0.135 -1.431
H 0.907 -0.999 0.861
H -1.687 -1.580 -0.409
H -1.568 -3.064 1.522
H -1.268 -1.741 2.456
*
```

Atomic partial charges in e from the Löwdin method, atoms 1 to 4: -0.109 -0.218 -0.117 0.096


Record 2
Density functional theory data (wB97M-V/def2-TZVPD) for a single C3H6O molecule at a distorted geometry.

## Properties
molecular weight = 58.080 u
E_LUMO = 0.955 eV
strongest force on any atom = 1.1 eV/A
structure (SMILES) = CC(C)=O

Structure (ORCA input):
```
! RIJCOSX wB97M-V def2-TZVPD def2/J DEFGRID3
* xyz 0 1
C 0.700 0.742 0.843
C 0.490 -0.165 -0.354
C -0.928 -0.638 -0.635
H -0.014 1.593 0.767
H 1.715 1.128 0.913
H 0.421 0.183 1.783
H -0.926 -1.751 -0.480
H -1.122 -0.428 -1.703
H -1.725 -0.190 -0.021
O 1.390 -0.474 -1.113
*
```

Atomic partial charges in e from the Löwdin method, atoms 1 to 4: -0.035 -0.510 -0.037 0.089


Record 3
Density functional theory data (wB97M-V/def2-TZVPD) for a single C25H35N3O4 molecule.

## Properties
molecular weight = 441.572 u
E_LUMO = 0.800 eV
strongest force on any atom = 0.7 eV/A
structure (SMILES) = C=CCC1(CC=C)CCCN1C(=O)C[C@H]1C(=O)NCCN1Cc1cccc(OC)c1OC

Structure (ORCA input):
```
! RIJCOSX wB97M-V def2-TZVPD def2/J DEFGRID3
* xyz 0 1
C -3.230 -3.508 -1.533
C -2.790 -2.290 -1.273
C -3.555 -1.040 -1.577
H -4.430 -1.274 -2.186
H -2.901 -0.365 -2.128
C -4.050 -0.322 -0.306
N -2.986 -0.131 0.685
C -1.754 0.316 0.368
O -1.453 0.672 -0.757
C -0.762 0.349 1.523
H -0.972 1.218 2.150
C 0.718 0.415 1.076
N 1.232 1.770 1.075
C 0.855 2.485 -0.121
H -0.236 2.550 -0.117
H 1.263 3.497 -0.074
C 1.290 1.812 -1.433
N 1.305 0.373 -1.298
C 0.891 -0.339 -0.239
O 0.745 -1.550 -0.299
H 1.391 -0.153 -2.157
H 2.292 2.137 -1.732
H 0.582 2.090 -2.221
C 2.615 1.906 1.510
C 3.672 1.298 0.610
C 4.288 2.091 -0.349
C 5.195 1.550 -1.235
C 5.507 0.204 -1.159
C 4.954 -0.603 -0.174
C 4.023 -0.052 0.729
O 3.475 -0.715 1.791
C 3.257 -2.113 1.750
H 2.694 -2.399 0.859
H 2.659 -2.329 2.636
H 4.191 -2.674 1.799
O 5.291 -1.923 -0.020
C 6.110 -2.531 -0.986
H 6.170 -3.579 -0.697
H 7.118 -2.101 -0.992
H 5.676 -2.458 -1.988
H 6.216 -0.207 -1.859
H 5.665 2.165 -1.986
H 4.047 3.144 -0.395
H 2.684 1.455 2.502
H 2.806 2.978 1.605
H 1.288 -0.143 1.823
H -0.893 -0.553 2.120
C -3.385 -0.576 2.008
C -4.891 -0.797 1.906
C -5.065 -1.198 0.447
H -6.079 -1.044 0.084
H -4.799 -2.248 0.317
H -5.427 0.129 2.119
H -5.239 -1.561 2.597
H -3.128 0.168 2.765
H -2.883 -1.520 2.256
C -4.711 1.035 -0.656
C -3.765 2.094 -1.122
C -3.461 3.163 -0.409
H -2.780 3.915 -0.770
H -3.875 3.330 0.573
H -3.330 1.953 -2.100
H -5.233 1.400 0.231
H -5.453 0.847 -1.438
H -1.816 -2.147 -0.825
H -2.645 -4.383 -1.310
H -4.190 -3.682 -1.994
*
```

Atomic partial charges in e from the Löwdin method, atoms 1 to 4: 0.007 -0.163 -0.128 0.126


Record 4
Density functional theory data (wB97M-V/def2-TZVPD) for 2 unconnected molecules or ions with the total composition C29H26NO3P at a distorted geometry.

## Properties
molecular weight = 467.505 u
E_LUMO = -2.595 eV
strongest force on any atom = 10.9 eV/A

Structure (ORCA input):
```
! RIJCOSX wB97M-V def2-TZVPD def2/J DEFGRID3
* xyz 0 1
C -0.585 6.210 -4.100
C -0.013 6.384 -2.855
C 0.271 5.284 -2.069
C -0.018 4.027 -2.543
P 0.344 2.591 -1.540
C 2.084 2.651 -1.121
C 2.498 2.777 0.184
C 3.848 2.867 0.460
C 4.766 2.827 -0.570
C 4.340 2.694 -1.876
C 2.988 2.604 -2.153
C -0.648 2.687 -0.056
C -1.391 1.676 0.187
N -2.121 0.708 0.434
O 0.060 1.323 -2.378
C -0.590 3.842 -3.777
C -0.873 4.942 -4.566
H -0.827 7.070 -4.703
H 0.200 7.374 -2.490
H 0.718 5.400 -1.094
H 1.771 2.806 0.980
H 4.183 2.971 1.479
H 5.820 2.897 -0.355
H 5.055 2.663 -2.682
H 2.631 2.497 -3.167
H -0.683 3.587 0.522
H -0.807 2.837 -4.111
H -1.326 4.807 -5.534
C 3.997 -5.551 0.395
O 3.197 -5.274 -0.729
C 1.927 -4.776 -0.457
C 1.125 -4.415 -1.551
C -0.108 -3.852 -1.382
C -0.625 -3.605 -0.092
C -1.865 -2.928 0.022
C -2.515 -2.407 1.167
C -3.860 -1.987 1.052
C -4.569 -1.584 2.146
C -3.994 -1.558 3.428
O -4.820 -1.218 4.493
C -4.209 -1.202 5.761
C -2.630 -1.874 3.535
C -1.910 -2.262 2.438
C 0.142 -4.068 1.003
C 1.386 -4.611 0.828
H 4.940 -5.973 0.044
H 4.203 -4.628 0.940
H 3.503 -6.280 1.037
H 1.518 -4.576 -2.538
H -0.693 -3.572 -2.242
H -2.395 -2.790 -0.906
H -4.327 -1.993 0.082
H -5.594 -1.281 2.049
H -4.937 -0.830 6.482
H -3.910 -2.212 6.045
H -3.350 -0.531 5.752
H -2.144 -1.812 4.491
H -0.848 -2.388 2.529
H -0.283 -4.051 1.988
H 1.954 -4.917 1.686
*
```

Atomic partial charges in e from the Löwdin method, atoms 1 to 4: -0.101 -0.091 -0.085 -0.296


Record 5
Density functional theory data (wB97M-V/def2-TZVPD) for 9 unconnected molecules or ions with the total composition C44H114N8O14 at a distorted geometry.

## Properties
molecular weight = 979.438 u
E_LUMO = 0.482 eV
strongest force on any atom = 5.9 eV/A
structure (SMILES) = COC[C@H](C)N.COC[C@H](C)N.COC[C@H](C)N.COCCNCCOC.COCCNCCOC.COCCNCCOC.COCCNCCOC.COCCNCCOC.CCO

Structure (ORCA input):
```
! RIJCOSX wB97M-V def2-TZVPD def2/J DEFGRID3
* xyz 0 1
C -17.795 -16.093 -20.297
C -18.888 -15.796 -19.282
O -18.884 -16.960 -18.340
H -16.778 -16.230 -19.928
H -17.799 -15.289 -21.033
H -17.983 -17.086 -20.706
H -19.912 -15.673 -19.636
H -18.531 -14.908 -18.761
H -19.525 -16.642 -17.700
C -8.493 -13.558 -18.058
O -8.459 -13.485 -16.592
C -7.763 -12.293 -16.268
C -7.345 -12.304 -14.824
N -5.991 -12.913 -14.552
C -6.049 -14.314 -14.834
C -4.773 -14.962 -14.233
O -4.966 -15.151 -12.895
C -3.959 -15.459 -11.993
H -8.532 -12.609 -18.594
H -9.250 -14.221 -18.476
H -7.579 -13.992 -18.463
H -8.596 -11.594 -16.347
H -6.880 -12.091 -16.874
H -8.072 -12.732 -14.133
H -7.210 -11.241 -14.624
H -5.630 -12.701 -13.633
H -6.102 -14.618 -15.879
H -6.894 -14.763 -14.312
H -3.903 -14.357 -14.490
H -4.748 -16.003 -14.556
H -3.512 -14.605 -11.483
H -3.191 -15.976 -12.568
H -4.327 -16.130 -11.217
C -7.430 -21.844 -13.842
O -8.278 -20.741 -13.628
C -9.238 -20.579 -14.805
C -10.379 -19.650 -14.283
N -11.695 -20.196 -14.565
C -12.142 -21.352 -13.702
C -13.534 -21.826 -14.058
O -13.523 -22.650 -15.095
C -14.712 -22.956 -15.816
H -8.040 -22.704 -13.567
H -6.568 -21.698 -13.191
H -7.009 -21.878 -14.846
H -9.642 -21.499 -15.228
H -8.745 -20.104 -15.653
H -10.328 -18.715 -14.840
H -10.241 -19.346 -13.246
H -11.782 -20.483 -15.529
H -12.266 -21.046 -12.664
H -11.403 -22.135 -13.532
H -14.194 -20.988 -14.281
H -14.055 -22.365 -13.267
H -15.127 -21.966 -16.004
H -15.444 -23.538 -15.256
H -14.600 -23.490 -16.759
C -20.427 -22.721 -26.009
O -20.269 -21.972 -24.766
C -18.964 -21.550 -24.368
C -18.879 -20.678 -23.073
N -19.420 -21.514 -21.965
C -18.992 -20.980 -20.722
C -19.772 -19.693 -20.406
O -21.074 -20.028 -19.917
C -22.024 -19.002 -19.986
H -20.015 -22.182 -26.863
H -21.495 -22.788 -26.216
H -19.979 -23.706 -25.878
H -18.721 -20.912 -25.217
H -18.361 -22.448 -24.233
H -19.480 -19.772 -22.997
H -17.840 -20.402 -22.898
H -20.400 -21.744 -21.886
H -17.907 -20.932 -20.635
H -19.225 -21.700 -19.937
H -19.645 -18.927 -21.171
H -19.283 -19.256 -19.536
H -21.625 -18.118 -19.489
H -22.855 -19.226 -19.316
H -22.399 -18.777 -20.985
C -16.703 -17.845 -23.481
O -18.127 -17.982 -23.606
C -18.639 -17.476 -24.799
C -20.200 -17.706 -24.677
N -20.884 -17.193 -25.835
C -21.465 -15.839 -25.667
C -22.633 -15.735 -24.698
O -23.799 -16.377 -25.162
C -24.868 -16.214 -24.355
H -16.457 -18.301 -22.522
H -16.570 -16.769 -23.372
H -16.135 -18.368 -24.250
H -18.137 -17.922 -25.658
H -18.375 -16.418 -24.803
H -20.512 -17.300 -23.714
H -20.333 -18.778 -24.530
H -21.502 -17.889 -26.228
H -21.850 -15.519 -26.635
H -20.812 -14.973 -25.560
H -22.937 -14.689 -24.673
H -22.361 -16.102 -23.708
H -24.578 -16.618 -23.385
H -25.729 -16.695 -24.819
H -25.267 -15.218 -24.167
C -16.260 -19.630 -18.496
O -14.882 -19.577 -18.499
C -14.253 -18.673 -19.394
C -14.351 -17.315 -18.781
N -13.730 -17.218 -17.438
C -12.276 -17.537 -17.284
C -11.358 -16.541 -17.993
O -11.444 -16.549 -19.411
C -10.425 -17.317 -20.019
H -16.638 -18.924 -19.236
H -16.640 -19.422 -17.496
H -16.550 -20.661 -18.698
H -14.790 -18.695 -20.342
H -13.233 -19.036 -19.524
H -15.326 -16.949 -18.458
H -13.833 -16.568 -19.382
H -14.266 -17.902 -16.923
H -12.028 -18.554 -17.587
H -12.044 -17.449 -16.222
H -10.313 -16.603 -17.688
H -11.660 -15.537 -17.693
H -10.674 -17.409 -21.076
H -10.159 -18.285 -19.594
H -9.453 -16.823 -19.991
C -9.577 -13.842 -11.847
C -10.519 -14.961 -12.340
C -10.327 -15.261 -13.756
O -11.531 -15.744 -14.326
C -12.474 -14.730 -14.819
N -10.409 -16.098 -11.498
H -10.049 -13.486 -10.931
H -9.558 -13.030 -12.574
H -8.580 -14.250 -11.680
H -11.546 -14.677 -12.113
H -9.649 -16.098 -13.922
H -9.923 -14.490 -14.412
H -12.139 -14.140 -15.672
H -12.849 -14.167 -13.965
H -13.409 -15.161 -15.179
H -10.946 -16.869 -11.868
H -9.465 -16.406 -11.683
C -9.074 -21.004 -26.937
C -9.247 -19.784 -26.218
C -8.490 -19.767 -24.865
O -9.196 -19.103 -23.806
C -8.822 -17.752 -23.769
N -8.946 -18.674 -27.114
H -9.706 -21.009 -27.825
H -9.370 -21.839 -26.303
H -8.014 -20.991 -27.192
H -10.316 -19.783 -26.006
H -7.455 -19.425 -24.849
H -8.495 -20.806 -24.537
H -9.268 -17.201 -22.941
H -9.152 -17.185 -24.640
H -7.754 -17.640 -23.582
H -7.992 -18.881 -27.371
H -9.525 -18.842 -27.924
C -14.164 -16.339 -11.528
C -14.181 -17.498 -12.522
C -14.965 -17.241 -13.766
O -16.386 -17.494 -13.499
C -17.169 -17.270 -14.668
N -12.810 -17.594 -12.966
H -15.038 -16.336 -10.876
H -13.979 -15.456 -12.140
H -13.334 -16.567 -10.860
H -14.475 -18.410 -12.004
H -14.589 -17.834 -14.600
H -14.914 -16.185 -14.030
H -18.236 -17.396 -14.485
H -16.980 -17.839 -15.578
H -16.912 -16.267 -15.009
H -12.560 -18.499 -13.337
H -12.620 -16.869 -13.644
*
```

Atomic partial charges in e from the Löwdin method, atoms 1 to 4: -0.083 -0.246 -0.117 0.055


Record 6
Density functional theory data (wB97M-V/def2-TZVPD) for a molecular structure, C16H21CdN4O8P2S2 at a distorted geometry.

## Properties
molecular weight = 635.858 u
E_LUMO = 2.716 eV
strongest force on any atom = 2.3 eV/A

Structure (ORCA input):
```
! RIJCOSX wB97M-V def2-TZVPD def2/J DEFGRID3
* xyz -1 1
Cd 0.241 -0.253 1.949
O 1.710 -3.164 -0.490
P 0.845 -1.839 -0.593
O 0.276 -1.644 -1.945
O -0.084 -1.729 0.595
O 1.986 -0.660 -0.388
P 2.856 -0.636 0.994
O 4.232 -0.012 0.437
O 3.065 -2.033 1.467
O 2.248 0.389 1.904
H 2.276 -3.027 0.300
H 4.766 -0.716 0.072
C -0.769 -0.258 8.126
C -0.375 -0.529 6.708
C 0.866 -1.080 6.376
C 1.150 -1.207 5.026
N 0.288 -0.836 4.099
C -0.919 -0.356 4.506
S -1.976 0.089 3.269
N -1.258 -0.203 5.785
H 0.070 -0.398 8.804
H -1.579 -0.929 8.410
H -1.142 0.761 8.207
H 1.578 -1.363 7.134
H 2.093 -1.598 4.663
C 1.768 0.766 -4.019
C 1.186 2.025 -3.385
C 0.995 1.881 -1.877
N -0.131 1.009 -1.638
C -0.845 1.044 -0.524
S -0.527 2.115 0.729
N -1.947 0.228 -0.416
C -2.583 -0.514 -1.394
O -3.351 -1.399 -1.105
C -2.401 -0.042 -2.796
C -2.678 1.285 -3.106
C -2.569 1.728 -4.411
C -2.186 0.847 -5.409
C -1.931 -0.479 -5.104
C -2.050 -0.933 -3.802
H 1.709 0.833 -5.105
H 1.224 -0.119 -3.702
H 2.809 0.639 -3.730
H 0.213 2.238 -3.834
H 1.849 2.871 -3.582
H 0.773 2.842 -1.403
H 1.901 1.467 -1.419
H -0.083 0.084 -2.095
H -2.253 0.017 0.537
H -2.980 1.961 -2.319
H -2.782 2.762 -4.646
H -2.093 1.198 -6.427
H -1.642 -1.163 -5.888
H -1.837 -1.958 -3.546
*
```

Atomic partial charges in e from the Löwdin method, atoms 1 to 4: 1.223 -0.125 0.216 -0.269